Record 1
The following is a DFT calculation (ωB97M-V/def2-TZVPD) of C15H19N3O in the gas phase.

```
38
Properties=species:S:1:pos:R:3:forces:R:3
C 2.14052 4.96883 -0.99049 -0.03 -0.02 0.04
C 0.98615 4.06128 -0.69191 -0.12 0.00 -0.09
C -0.23878 4.27241 -1.30923 0.05 -0.01 0.05
C -1.32665 3.46278 -1.03568 -0.07 -0.07 0.02
C -1.18906 2.41488 -0.14703 0.01 -0.01 0.02
C 0.03779 2.17347 0.46067 -0.17 0.28 -0.04
C 1.13143 3.00200 0.21041 -0.12 -0.14 0.02
C 2.44031 2.79544 0.91441 -0.02 0.06 0.03
H 2.77329 3.72880 1.36539 0.09 0.04 0.03
H 2.35289 2.05053 1.69985 0.11 0.01 0.02
H 3.21209 2.47749 0.21202 0.12 -0.03 0.02
C 0.11672 0.99584 1.38279 0.28 -0.01 -0.37
O -0.54266 0.87950 2.39276 -0.24 -0.02 0.25
N 0.98197 0.03680 0.95566 0.17 -0.18 -0.16
H 1.44837 0.16008 0.07211 -0.08 0.14 0.05
C 1.12195 -1.22570 1.64374 -0.28 -0.20 0.21
H 2.14611 -1.58577 1.51629 -0.02 0.03 0.06
C 0.11977 -2.27574 1.15580 0.27 0.18 -0.15
H -0.89102 -1.89548 1.31230 -0.03 -0.04 0.03
H 0.23674 -3.18213 1.75235 -0.04 -0.04 0.00
C 0.31343 -2.61752 -0.32569 0.15 0.29 0.51
N -0.59725 -3.64538 -0.74757 -0.14 -0.20 -0.23
C -0.36177 -4.97744 -0.81272 0.14 -0.05 0.00
N -1.41696 -5.64876 -1.17828 0.11 -0.60 -0.01
C -2.39542 -4.72341 -1.35442 -0.08 0.27 0.02
C -1.91011 -3.47608 -1.08940 -0.28 0.05 -0.09
H -2.36846 -2.50897 -1.12039 -0.08 0.22 0.00
H -3.37999 -5.01338 -1.66116 -0.23 0.04 -0.07
H 0.59490 -5.40966 -0.59472 0.28 -0.01 0.07
H 1.33492 -2.97243 -0.49596 -0.08 0.06 -0.06
H 0.14298 -1.72706 -0.93956 0.10 -0.14 0.01
H 0.93572 -1.03110 2.70311 0.16 -0.07 -0.10
H -2.02609 1.77395 0.08619 -0.09 -0.05 0.04
H -2.27669 3.64979 -1.51295 -0.08 0.01 -0.04
H -0.34426 5.09104 -2.00675 0.01 0.08 -0.07
H 1.87496 5.68434 -1.76427 0.03 0.05 -0.04
H 2.43337 5.52179 -0.09819 0.10 0.07 0.02
H 3.00605 4.39892 -1.32588 0.11 0.03 -0.02
```
Positions in Å, forces in eV/Å.

Results
Highest occupied orbital energy (eV): -8.76
HOMO-LUMO gap (eV): 9.252
Structure (SMILES): Cc1cccc(C(=O)NCCCn2ccnc2)c1C
Total charge: 0

Record 2
The following is a DFT calculation (ωB97M-V/def2-TZVPD) of C15H19N3O3 in the gas phase.

```
40
Properties=species:S:1:pos:R:3:forces:R:3
C -5.95345 -2.24734 0.28253 0.06 0.24 0.09
C -5.02099 -1.04176 0.29495 0.08 -0.31 -0.12
C -3.73386 -1.32526 -0.47720 -0.07 0.35 0.05
C -2.82393 -0.10575 -0.61518 0.18 -0.08 0.22
C -2.24595 0.35338 0.72497 -0.34 -0.36 -0.22
H -3.03457 0.77252 1.35280 0.12 -0.12 0.00
H -1.77836 -0.48169 1.26052 -0.03 0.06 0.01
O -1.33506 1.42661 0.56753 0.10 0.06 0.05
C -0.08599 1.21837 0.14665 0.28 0.34 -0.03
C 0.48669 -0.03588 -0.09983 -0.20 0.00 0.05
C 1.80459 -0.15873 -0.48310 0.03 0.25 -0.01
C 2.62432 0.95779 -0.63142 -0.12 0.03 0.02
C 2.08120 2.20234 -0.38561 -0.10 -0.04 -0.02
C 0.74814 2.34386 -0.01543 0.19 -1.07 -0.19
N 0.26190 3.68229 0.19301 -0.15 0.50 0.06
O 1.09930 4.54458 0.37844 0.23 0.34 0.11
O -0.92935 3.88681 0.15313 -0.22 0.16 -0.07
H 2.67347 3.10058 -0.48164 0.03 0.03 0.02
C 4.06970 0.79692 -1.03789 -0.29 0.24 -0.22
N 4.72091 -0.21578 -0.25079 0.26 -0.12 0.08
C 5.07706 -1.46419 -0.63692 0.03 -0.08 -0.17
N 5.58741 -2.15584 0.34192 0.13 -0.58 -0.20
C 5.56178 -1.33397 1.42334 -0.09 0.27 0.10
C 5.02521 -0.12765 1.07960 0.07 0.03 0.29
H 4.83882 0.76202 1.64495 -0.06 0.20 0.11
H 5.93166 -1.66223 2.37351 0.06 0.03 0.24
H 4.95647 -1.81922 -1.64169 -0.07 0.02 -0.28
H 4.13053 0.49802 -2.09001 0.10 0.06 0.14
H 4.59513 1.74959 -0.91810 -0.03 -0.14 -0.10
H 2.20996 -1.14393 -0.66281 0.03 -0.13 0.02
H -0.10388 -0.93030 0.00998 -0.11 -0.05 0.03
H -3.37840 0.72536 -1.05405 0.03 0.04 -0.05
H -2.00139 -0.34652 -1.29329 0.00 0.07 -0.02
H -3.18808 -2.13428 0.01514 0.02 -0.11 -0.04
H -3.99742 -1.67004 -1.47951 0.02 -0.09 0.00
H -4.78462 -0.78462 1.32865 -0.03 0.11 0.04
H -5.52854 -0.18635 -0.15516 0.01 0.11 0.04
H -6.86212 -2.03310 0.83943 -0.12 -0.07 0.04
H -5.46891 -3.10953 0.73562 0.01 -0.13 0.04
H -6.22935 -2.50709 -0.73706 -0.05 -0.07 -0.10
```
Positions in Å, forces in eV/Å.

Results
Highest occupied orbital energy (eV): -8.97
HOMO-LUMO gap (eV): 8.599
Structure (SMILES): CCCCCOc1ccc(Cn2ccnc2)cc1[N+](=O)[O-]
Total charge: 0

Please write out number 2 again, unchanged.
The following is a DFT calculation (ωB97M-V/def2-TZVPD) of C15H19N3O3 in the gas phase.

```
40
Properties=species:S:1:pos:R:3:forces:R:3
C -5.95345 -2.24734 0.28253 0.06 0.24 0.09
C -5.02099 -1.04176 0.29495 0.08 -0.31 -0.12
C -3.73386 -1.32526 -0.47720 -0.07 0.35 0.05
C -2.82393 -0.10575 -0.61518 0.18 -0.08 0.22
C -2.24595 0.35338 0.72497 -0.34 -0.36 -0.22
H -3.03457 0.77252 1.35280 0.12 -0.12 0.00
H -1.77836 -0.48169 1.26052 -0.03 0.06 0.01
O -1.33506 1.42661 0.56753 0.10 0.06 0.05
C -0.08599 1.21837 0.14665 0.28 0.34 -0.03
C 0.48669 -0.03588 -0.09983 -0.20 0.00 0.05
C 1.80459 -0.15873 -0.48310 0.03 0.25 -0.01
C 2.62432 0.95779 -0.63142 -0.12 0.03 0.02
C 2.08120 2.20234 -0.38561 -0.10 -0.04 -0.02
C 0.74814 2.34386 -0.01543 0.19 -1.07 -0.19
N 0.26190 3.68229 0.19301 -0.15 0.50 0.06
O 1.09930 4.54458 0.37844 0.23 0.34 0.11
O -0.92935 3.88681 0.15313 -0.22 0.16 -0.07
H 2.67347 3.10058 -0.48164 0.03 0.03 0.02
C 4.06970 0.79692 -1.03789 -0.29 0.24 -0.22
N 4.72091 -0.21578 -0.25079 0.26 -0.12 0.08
C 5.07706 -1.46419 -0.63692 0.03 -0.08 -0.17
N 5.58741 -2.15584 0.34192 0.13 -0.58 -0.20
C 5.56178 -1.33397 1.42334 -0.09 0.27 0.10
C 5.02521 -0.12765 1.07960 0.07 0.03 0.29
H 4.83882 0.76202 1.64495 -0.06 0.20 0.11
H 5.93166 -1.66223 2.37351 0.06 0.03 0.24
H 4.95647 -1.81922 -1.64169 -0.07 0.02 -0.28
H 4.13053 0.49802 -2.09001 0.10 0.06 0.14
H 4.59513 1.74959 -0.91810 -0.03 -0.14 -0.10
H 2.20996 -1.14393 -0.66281 0.03 -0.13 0.02
H -0.10388 -0.93030 0.00998 -0.11 -0.05 0.03
H -3.37840 0.72536 -1.05405 0.03 0.04 -0.05
H -2.00139 -0.34652 -1.29329 0.00 0.07 -0.02
H -3.18808 -2.13428 0.01514 0.02 -0.11 -0.04
H -3.99742 -1.67004 -1.47951 0.02 -0.09 0.00
H -4.78462 -0.78462 1.32865 -0.03 0.11 0.04
H -5.52854 -0.18635 -0.15516 0.01 0.11 0.04
H -6.86212 -2.03310 0.83943 -0.12 -0.07 0.04
H -5.46891 -3.10953 0.73562 0.01 -0.13 0.04
H -6.22935 -2.50709 -0.73706 -0.05 -0.07 -0.10
```
Positions in Å, forces in eV/Å.

Results
Highest occupied orbital energy (eV): -8.97
HOMO-LUMO gap (eV): 8.599
Structure (SMILES): CCCCCOc1ccc(Cn2ccnc2)cc1[N+](=O)[O-]
Total charge: 0